Entry 1:
C48H96O12 | ωB97M-V with the def2-TZVPD basis set

The geometry in XYZ format:
```
156
C48H96O12 ωB97M-V with the def2-TZVPD basis set
C -5.10322 -1.37056 -3.27509
C -4.10914 -1.34777 -2.14218
C -4.72774 -0.39919 -1.13651
O -6.12900 -0.57665 -1.28233
C -6.39833 -0.76948 -2.66382
H -5.29519 -2.38442 -3.62994
H -4.73988 -0.82661 -4.14964
H -3.08359 -1.06820 -2.39192
H -4.02784 -2.34433 -1.69620
H -4.47880 0.65162 -1.35756
H -4.41786 -0.50799 -0.09797
H -6.64815 0.17994 -3.14971
H -7.25520 -1.42409 -2.81090
C 0.60476 -0.61463 -1.39563
C -0.66651 -0.76811 -0.60095
C -0.13003 -0.84895 0.84030
O 1.12555 -0.15595 0.82186
C 1.37863 0.33030 -0.50537
H 0.44986 -0.20179 -2.39487
H 1.18381 -1.54189 -1.41747
H -1.27592 -1.62053 -0.91637
H -1.34326 0.08221 -0.72191
H 0.03489 -1.88661 1.13919
H -0.87535 -0.40137 1.50239
H 2.43750 0.43078 -0.74077
H 0.94451 1.34014 -0.52849
C 1.79149 5.60770 -1.33983
C 0.57095 5.18204 -2.13334
C 0.92328 3.71903 -2.50743
O 2.09044 3.35649 -1.77476
C 2.27717 4.29579 -0.72896
H 1.63614 6.41136 -0.61777
H 2.60214 5.96522 -1.98297
H 0.45622 5.84019 -2.99650
H -0.34475 5.27962 -1.55121
H 1.14773 3.53416 -3.55521
H 0.06832 3.10686 -2.20605
H 3.29692 4.31483 -0.34979
H 1.62050 4.02315 0.11079
C -3.23456 -4.94464 1.53461
C -4.75786 -4.85056 1.67367
C -5.03557 -3.48832 1.04597
O -3.95536 -2.66139 1.45455
C -2.79605 -3.47949 1.63718
H -2.91856 -5.42030 0.60770
H -2.82324 -5.46532 2.40004
H -4.99180 -4.78963 2.73951
H -5.31791 -5.68284 1.25317
H -6.00537 -3.08789 1.33856
H -5.00855 -3.54023 -0.05039
H -2.27699 -3.31588 2.58454
H -2.09737 -3.19810 0.84268
C 0.14271 -5.45830 -0.84867
C -0.04402 -6.56724 0.18406
C 0.33823 -5.88058 1.51387
O 0.55318 -4.50171 1.19115
C 1.04918 -4.46856 -0.13661
H -0.77975 -4.95143 -1.13613
H 0.54842 -5.88874 -1.76886
H 0.54544 -7.47303 0.04752
H -1.08405 -6.90324 0.16639
H 1.25222 -6.32277 1.92201
H -0.42827 -5.85065 2.28692
H 2.10738 -4.74137 -0.20649
H 0.94023 -3.47734 -0.57132
C 3.29439 -2.01404 -4.15924
C 3.32468 -3.44732 -4.64785
C 2.60149 -4.15047 -3.50522
O 2.95765 -3.38662 -2.33677
C 3.69776 -2.21812 -2.70285
H 2.29827 -1.57766 -4.24619
H 4.00869 -1.36508 -4.67315
H 4.36237 -3.78927 -4.68185
H 2.86371 -3.60086 -5.62349
H 2.89570 -5.19142 -3.40234
H 1.52655 -4.00798 -3.64506
H 4.76898 -2.41591 -2.60062
H 3.44886 -1.32398 -2.12984
C 5.36801 1.43682 -3.55743
C 6.89843 1.40174 -3.58128
C 7.26050 2.44497 -2.53458
O 6.25614 2.33462 -1.54771
C 5.02436 2.13016 -2.22397
H 4.89608 0.45836 -3.65309
H 4.92676 2.03968 -4.35346
H 7.30935 1.56873 -4.57854
H 7.25999 0.40455 -3.32279
H 7.30194 3.46231 -2.95021
H 8.24737 2.32839 -2.08430
H 4.56053 3.09159 -2.46156
H 4.31705 1.57494 -1.61044
C 0.74296 -0.10971 4.58318
C 1.96059 0.06233 5.49060
C 1.53351 1.30128 6.24839
O 0.99274 2.15691 5.25332
C 0.28344 1.33092 4.31805
H -0.04329 -0.63870 5.12870
H 0.92609 -0.70834 3.68891
H 2.84900 0.27494 4.89418
H 2.11786 -0.83051 6.09377
H 2.37000 1.84394 6.70008
H 0.88146 1.07429 7.10251
H 0.51998 1.70271 3.31895
H -0.79982 1.35735 4.48049
C -1.88310 3.34799 2.02693
C -1.11007 3.42258 0.73953
C -2.17029 2.88387 -0.23344
O -2.69778 1.75487 0.46896
C -2.68700 2.05524 1.87108
H -2.60551 4.16120 2.13624
H -1.23652 3.34506 2.90463
H -0.31981 2.66485 0.78061
H -0.65642 4.37497 0.47370
H -1.74083 2.56373 -1.18726
H -2.98073 3.57347 -0.49677
H -2.18134 1.25406 2.41276
H -3.70184 2.21529 2.23696
C -3.68447 -1.82675 5.07001
C -2.90555 -1.48409 6.33070
C -3.22549 0.02146 6.44148
O -3.22862 0.46060 5.07397
C -3.28423 -0.64256 4.18101
H -4.75989 -1.77367 5.25041
H -3.41570 -2.79707 4.65404
H -1.82908 -1.60337 6.20276
H -3.17798 -2.01721 7.24330
H -2.39534 0.54402 6.91599
H -4.20974 0.19819 6.87467
H -2.30411 -0.89646 3.75493
H -4.00401 -0.46084 3.38553
C 4.93074 1.74513 1.59700
C 3.55875 1.94917 2.21964
C 3.77386 3.11694 3.18783
O 4.93515 3.78082 2.70125
C 5.49634 3.17343 1.56188
H 4.94055 1.26895 0.61665
H 5.56217 1.14275 2.25777
H 3.13942 1.02651 2.62467
H 2.84476 2.20487 1.42730
H 3.99877 2.75321 4.19258
H 2.90304 3.77142 3.20046
H 6.58502 3.14186 1.58998
H 5.18383 3.65246 0.62642
C -3.35801 3.22327 -4.42625
C -3.49278 1.70901 -4.26154
C -2.02398 1.21909 -4.29643
O -1.24222 2.37371 -4.50308
C -2.03303 3.36559 -5.14678
H -3.25092 3.70360 -3.44702
H -4.25293 3.69486 -4.83330
H -4.05854 1.31283 -5.10817
H -4.00513 1.39083 -3.35444
H -1.88243 0.49918 -5.11020
H -1.75497 0.73442 -3.35644
H -2.10839 3.19473 -6.23047
H -1.51658 4.32355 -5.10013
```

Values from the calculation:
F_max ... 1.571 eV/Å
DFT total energy ... -2789.1862 Eh
Relative energy (zero: lowest compared OMol25 entry of this formula, charge and spin) ... 18.1 kcal per mole
HOMO energy ... -8.967 eV
HOMO-LUMO gap ... 9.5312 eV

=====

Entry 2:
C3H2NO3S | ωB97M-V with the def2-TZVPD basis set

The geometry in XYZ format:
```
10
C3H2NO3S ωB97M-V with the def2-TZVPD basis set
C 0.36040 -0.79614 -0.60491
C 0.51249 -0.54484 1.62286
C 0.01475 0.79991 -0.59680
N 0.59715 -1.28300 0.59115
O 0.18638 -1.30251 -1.66884
O 0.43860 -0.84268 2.75709
O -1.25465 1.00137 -1.08037
S 0.30907 1.30431 1.07759
H 0.54156 1.54962 -1.20514
H -1.70575 0.11396 -0.89263
```

Values from the calculation:
F_max ... 4.111 eV/Å
DFT total energy ... -794.2573 Eh
Total charge ... -1
Relative energy (zero: lowest compared OMol25 entry of this formula, charge and spin) ... 0.0 kcal per mole
HOMO energy ... -4.883 eV
HOMO-LUMO gap ... 8.4953 eV

=====

Entry 3:
C17H19MgNS | ωB97M-V with the def2-TZVPD basis set

The geometry in XYZ format:
```
39
C17H19MgNS ωB97M-V with the def2-TZVPD basis set
C 1.61069 0.95818 -1.13543
C 2.26421 -2.10839 0.32710
C 2.57391 1.40770 -0.10709
H 1.87463 1.50738 -2.06747
C 2.45977 -1.55201 1.53364
H 1.85188 -3.12238 0.28028
H 2.53587 2.47889 0.11319
H 2.21939 -2.14920 2.41788
C 3.54027 0.66223 0.68884
H 4.17321 1.43563 1.18109
H 4.22510 0.04625 0.10208
C 1.44073 -0.53220 -1.50199
H 1.39633 -0.60847 -2.60269
H 0.45379 -0.89060 -1.14463
C 2.52159 -1.52175 -1.02882
H 3.50838 -1.05948 -1.13829
H 2.49674 -2.37703 -1.72838
C 2.96420 -0.18741 1.86985
H 3.77249 -0.29760 2.60929
H 2.18000 0.39294 2.37761
Mg -1.25154 0.80554 -2.09434
H 0.20854 1.30327 -1.14081
S -3.97639 -1.99558 0.04544
C -3.26665 -3.02841 -1.13342
C -2.25658 -2.37493 -1.85662
C -2.09833 -1.02811 -1.47005
C -2.94200 -0.67265 -0.43357
C -2.97539 0.63751 0.19210
C -3.80668 1.00430 1.26011
C -3.62384 2.23451 1.87692
C -2.60152 3.08518 1.43918
C -1.84018 2.70785 0.33205
N -2.09464 1.55749 -0.31774
H -3.60062 -4.04882 -1.25577
H -1.66369 -2.85816 -2.63489
H -4.58347 0.30062 1.56623
H -4.26780 2.52351 2.70652
H -2.39618 4.03561 1.92434
H -1.02622 3.32858 -0.05176
```

Values from the calculation:
F_max ... 3.429 eV/Å
DFT total energy ... -1312.0199 Eh
HOMO energy (alpha / beta) ... -5.187 / -5.188 eV
HOMO-LUMO gap (alpha / beta) ... 4.2617 / 4.2621 eV